# 1
{"formula": "C2H5BrN2O", "method": "the ωB97M-V functional and the def2-TZVPD basis", "species": ["C", "C", "N", "N", "O", "Br", "H", "H", "H", "H", "H"], "xyz": [[-0.360043, -0.095639, -1.132130], [0.212835, 0.402397, 1.965709], [-0.149782, -0.487713, -2.425631], [-0.121528, -1.041011, -0.172367], [-0.806871, 0.997289, -0.848026], [1.179366, -2.271616, -0.330625], [-0.157552, -0.386276, 2.585050], [1.266772, 0.514556, 1.808071], [-0.460108, 1.126823, 1.550237], [-0.014177, -1.460619, -2.642477], [-0.541047, 0.097751, -3.143569]], "forces_ev_per_angstrom": [[0.2, 0.6, -1.1], [-0.2, -0.7, -1.4], [0.1, -0.1, -0.2], [-0.7, 0.3, 2.5], [-0.1, 0.2, 0.1], [0.6, -0.3, -0.3], [-0.1, -0.2, 0.3], [0.3, 0.0, 0.1], [-0.1, 0.2, 0.0], [0.0, 0.1, 0.0], [0.0, 0.0, 0.1]], "nbo_charge": [0.698, -0.320, -0.835, -0.533, -0.622, 0.246, 0.180, 0.177, 0.210, 0.392, 0.406], "orbital_gap_ev": [9.2, 6.7], "homo_energy_ev": [-9.5, -8.6], "relative_energy_kj_mol": 296.24, "charge": 0}



# 2
{"formula": "C8H16FN3O5S2", "method": "the ωB97M-V functional and the def2-TZVPD basis", "species": ["N", "C", "C", "C", "N", "N", "C", "O", "S", "O", "O", "F", "H", "H", "H", "H", "H", "H", "H", "H", "O", "S", "O", "C", "C", "C", "C", "H", "H", "H", "H", "H", "H", "H", "H"], "xyz": [[-4.053612, 0.525246, -0.189374], [-3.520908, -0.098573, 1.057029], [-3.432427, -1.611106, 0.831822], [-2.733110, -2.233411, 2.072597], [-1.340882, -1.770725, 2.083834], [-0.416934, -2.731181, 1.556851], [0.170095, -2.166732, 0.635279], [0.746609, -1.594450, -0.171690], [-0.783884, -1.071101, 3.513604], [-0.565353, 0.293669, 3.251683], [0.332998, -1.764806, 4.008979], [-1.917160, -1.155448, 4.589305], [-3.245748, 0.618751, -0.794020], [-4.305872, 1.478686, 0.044074], [-4.165135, 0.134752, 1.901932], [-2.526128, 0.317660, 1.215490], [-2.779190, -1.781346, -0.024139], [-4.429897, -2.011883, 0.689085], [-2.806018, -3.312731, 1.968889], [-3.318416, -1.932715, 2.936677], [1.925123, 2.157779, -4.186092], [1.838369, 2.088894, -2.750064], [0.697229, 2.601223, -2.035592], [2.141501, 0.401840, -2.240393], [3.654342, 0.325568, -2.063557], [4.055788, 1.619323, -1.343426], [3.342051, 2.778727, -2.049854], [1.758606, -0.282751, -2.993932], [1.628427, 0.246292, -1.296556], [3.946086, -0.559059, -1.498710], [4.142271, 0.279014, -3.039810], [3.734203, 1.569764, -0.301066], [5.135253, 1.764095, -1.345572], [3.078700, 3.576419, -1.360015], [3.937306, 3.178508, -2.868586]], "forces_ev_per_angstrom": [[0.1, 0.0, 0.8], [-0.1, 0.0, -1.4], [0.9, 0.8, 1.3], [-1.4, -0.1, -1.8], [-1.1, -0.1, 1.7], [-0.4, -0.6, 0.3], [0.2, 0.6, 0.3], [0.5, -0.2, -0.8], [2.0, 0.6, -0.3], [-1.0, 1.2, -0.2], [0.3, -1.4, 0.5], [-0.3, -0.4, -0.7], [-0.1, 0.0, -0.3], [-0.1, 0.1, -0.2], [-0.1, 0.0, 0.1], [0.1, -0.2, 0.6], [-0.3, -0.2, -0.3], [0.0, -0.2, -0.2], [0.5, -0.2, 0.4], [0.5, 0.1, 0.3], [-0.1, 0.1, 0.0], [0.1, -0.2, 0.2], [-0.1, 0.1, -0.2], [0.3, -0.2, 0.0], [0.0, 0.1, 0.0], [0.0, -0.1, 0.0], [0.4, 0.0, 0.2], [-0.1, 0.1, 0.0], [-0.1, 0.1, 0.0], [0.0, 0.0, 0.0], [0.0, 0.0, 0.0], [0.0, 0.0, 0.0], [0.0, 0.0, 0.0], [-0.1, 0.0, -0.1], [-0.1, 0.0, -0.1]], "nbo_charge": [-0.825, -0.231, -0.399, -0.246, -0.526, -0.434, 0.912, -0.441, 2.514, -0.900, -0.900, -0.460, 0.349, 0.355, 0.185, 0.187, 0.195, 0.224, 0.220, 0.223, -0.942, 2.173, -0.943, -0.677, -0.406, -0.401, -0.679, 0.254, 0.246, 0.225, 0.215, 0.211, 0.224, 0.253, 0.247], "orbital_gap_ev": 9.7, "homo_energy_ev": -9.6, "charge": 0}



# 3
{"formula": "CH4IP", "method": "the ωB97M-V functional and the def2-TZVPD basis", "species": ["C", "P", "I", "H", "H", "H", "H"], "xyz": [[0.093567, 0.672255, 0.079929], [-0.378308, -1.120622, 0.164223], [2.961908, -0.051519, 0.095881], [0.076306, 1.226284, -0.762894], [-0.107208, 1.281967, 1.074400], [-1.699789, -0.789820, 0.411144], [-0.946473, -1.218544, -1.062686]], "forces_ev_per_angstrom": [[1.1, -1.8, 4.8], [0.4, 0.7, 0.8], [-2.1, 0.8, 0.0], [0.2, 1.6, -2.7], [0.9, -1.4, -2.2], [-0.9, 0.2, 1.1], [0.3, -0.2, -1.9]], "nbo_charge": [-0.451, 0.362, -0.258, 0.170, 0.233, -0.030, -0.026], "orbital_gap_ev": [7.0, 7.0], "homo_energy_ev": [-9.0, -9.0], "relative_energy_kj_mol": 309.68, "charge": 0}



For reference, electronic energy by record: -2837.8376, -1751.0419, -679.4330 Eh.